101
Properties=species:S:1:pos:R:3 method="wB97M-V/def2-TZVPD" mol_weight_da=678.60 orbital_gap_ev=8.676 total_charge=0
C 5.4287 5.4095 -0.2721
C 5.7842 4.4522 0.8759
C 5.1581 3.0706 0.6988
C 5.6213 2.0735 1.7621
C 5.4216 0.5913 1.4001
C 4.1430 0.2795 0.6041
C 3.3646 -0.9286 1.1380
C 1.9186 -0.9733 0.6176
C 0.8175 -0.4424 1.5464
C -0.5711 -0.3907 0.8740
O -0.7923 -1.6274 0.2059
C -0.8470 0.8266 -0.0576
B -0.8366 0.3005 -1.5971
O 0.2569 -0.3426 -2.0967
O -1.9275 0.4513 -2.4275
P -2.5334 1.6515 0.1845
C -2.3970 2.8463 1.5806
C -2.1418 4.2895 1.1010
C -3.6839 0.3266 0.7615
C -3.7230 -0.0512 2.2504
C 0.1852 1.9490 0.0606
F 1.3515 1.6931 -0.6370
O 0.5551 2.2709 1.3768
S 1.0134 1.1208 2.4101
O 0.0191 1.1216 3.4419
O 2.3650 1.3883 2.7672
H 6.2731 6.0270 -0.5753
H 4.6002 6.0636 0.0028
H 5.0992 4.8413 -1.1451
H 5.4225 4.8667 1.8205
H 6.8685 4.3482 0.9607
H 4.0723 3.1855 0.7734
H 5.3886 2.6870 -0.3005
H 6.6935 2.2358 1.9175
H 5.1393 2.2824 2.7193
H 5.3710 0.0277 2.3365
H 6.2973 0.2033 0.8744
H 3.4858 1.1437 0.6150
H 4.3824 0.0941 -0.4473
H 3.8695 -1.8270 0.7737
H 3.3829 -0.9446 2.2293
H 1.6366 -2.0167 0.4661
H 1.8767 -0.5182 -0.3674
H 0.7198 -1.1264 2.3934
H -1.2781 -0.3357 1.6982
H -1.7321 -1.8461 0.2739
H 0.2545 -0.2632 -3.0600
H -2.2722 1.3544 -2.4583
H -3.3771 2.8028 2.0639
H -1.6807 2.5507 2.3450
H -2.0782 4.3271 0.0100
H -1.1949 4.6734 1.4794
H -2.9560 4.9545 1.3811
H -4.6652 0.6858 0.4488
H -3.4876 -0.5495 0.1355
H -3.0490 -0.8748 2.4909
H -4.7228 -0.3645 2.5506
H -3.4288 0.7773 2.8927
H -0.2132 2.8747 -0.3610
C 0.3319 -5.8338 -3.6567
C -1.0276 -5.5098 -4.2398
O -2.0697 -5.5917 -3.2627
C -2.3787 -4.5661 -2.4408
C -1.4634 -3.3694 -2.3564
O -3.3527 -4.6637 -1.7458
H 0.6237 -5.1136 -2.8921
H 1.0899 -5.8272 -4.4409
H 0.3157 -6.8212 -3.1960
H -1.0410 -4.5370 -4.7334
H -1.3012 -6.2498 -4.9902
H -0.7669 -3.5203 -1.5324
H -2.0755 -2.4979 -2.1382
H -0.8979 -3.1574 -3.2596
C -6.4545 -1.9772 6.4710
C -7.0601 -0.5905 6.5154
O -6.8545 0.1281 5.2938
C -7.6712 0.0105 4.2261
C -8.7150 -1.0815 4.1981
O -7.5000 0.7480 3.2951
H -6.9276 -2.5994 5.7111
H -6.5701 -2.4697 7.4368
H -5.3920 -1.9139 6.2366
H -8.1194 -0.6119 6.7740
H -6.5613 0.0135 7.2714
H -8.2896 -1.9478 3.6914
H -9.5587 -0.7212 3.6159
H -9.0752 -1.3883 5.1758
C 2.2681 0.6837 -4.6729
C 3.4475 1.0987 -5.5279
O 4.6686 0.5045 -5.0822
C 5.0636 -0.7323 -5.4597
C 4.0923 -1.6370 -6.1845
O 6.1630 -1.0988 -5.1570
H 2.0906 -0.3917 -4.7368
H 1.3653 1.2048 -4.9979
H 2.4587 0.9275 -3.6269
H 3.2805 0.8918 -6.5859
H 3.6155 2.1705 -5.4377
H 3.5935 -2.2636 -5.4449
H 4.6668 -2.2773 -6.8483
H 3.3400 -1.1176 -6.7716

***

115
Properties=species:S:1:pos:R:3 method="wB97M-V/def2-TZVPD" mol_weight_da=1323.87 orbital_gap_ev=7.699 total_charge=+1
C -2.1389 0.4686 -5.9607
C -0.8558 0.9709 -5.0808
O -0.1977 -0.1600 -4.4573
C -0.4870 -0.2937 -3.0571
P -2.3199 -0.0955 -2.5822
N -2.7890 1.6104 -2.4535
O -2.5484 -0.7119 -0.9632
N 0.4856 0.5340 -2.2798
C 0.8442 0.0046 -0.9873
N 0.6197 0.5448 0.2107
C 0.9878 -0.0896 1.5335
C 2.3551 0.4808 2.1632
C 2.0781 0.6129 3.7645
Br 3.6922 -1.0270 1.9995
P -0.1667 2.1404 0.3288
S 1.2533 3.4568 -0.0571
N 1.5664 -1.3100 -0.9728
C 1.4818 -1.8730 -2.3848
C -0.1171 -1.8459 -2.7105
O -0.5007 -2.7735 -3.7644
C -1.1439 -3.8558 -3.0706
N -1.7126 -4.6429 -2.3362
H -2.0150 0.6551 -7.0775
H -3.1177 0.8628 -5.5199
H -2.1610 -0.6800 -5.8000
H -0.1118 1.3820 -5.8692
H -1.0956 1.8489 -4.3937
H -3.1540 1.8462 -1.5108
H -3.5799 1.7765 -3.0917
H -3.0269 -0.0450 -0.4208
H 0.3131 1.5454 -2.3143
H 0.1452 0.2419 2.2597
H 0.9495 -1.2285 1.5217
H 2.7288 1.4540 1.6971
H 1.6205 -0.3931 4.1172
H 1.2389 1.3959 3.9445
H 3.0270 0.8374 4.3597
H -1.1783 2.3682 -0.6557
H -0.6028 2.4475 1.6710
H 2.5677 -1.0185 -0.8991
H 2.1011 -1.2772 -3.1363
H 1.8619 -2.9588 -2.2909
H -0.6218 -2.2047 -1.7425
Cl 4.5856 3.4868 -0.2312
C 4.9600 4.5846 -1.5842
C 5.0159 6.0341 -1.1457
Cl 3.4125 6.6580 -0.6826
H 4.2116 4.4294 -2.3639
H 5.9301 4.2796 -1.9797
H 5.3714 6.6565 -1.9691
H 5.6901 6.1713 -0.2984
Cl 0.7660 -8.8889 -0.1478
C -0.4259 -7.5693 -0.0533
C -1.0960 -7.4973 1.3050
Cl -2.1652 -8.8905 1.6033
H -1.1547 -7.7127 -0.8531
H 0.1144 -6.6405 -0.2483
H -1.7198 -6.6029 1.3628
H -0.3632 -7.4550 2.1127
Cl 4.4601 4.1653 5.2588
C 3.2184 4.3123 6.5284
C 2.1326 3.2648 6.3902
Cl 1.1231 3.5303 4.9451
H 2.8093 5.3231 6.4872
H 3.7282 4.1914 7.4851
H 1.4656 3.3056 7.2533
H 2.5513 2.2583 6.3303
Cl -1.4453 5.1317 1.4043
C -2.9500 5.5654 2.2515
C -3.5514 4.3835 2.9860
Cl -4.1764 3.1437 1.8668
H -3.6449 5.9795 1.5188
H -2.6973 6.3539 2.9634
H -4.3954 4.7150 3.5936
H -2.8228 3.9076 3.6450
Cl 1.3955 -7.4696 -6.5054
C 0.2275 -7.9036 -5.2340
C -0.9951 -7.0075 -5.2495
Cl -0.6113 -5.3385 -4.7523
H 0.7424 -7.8638 -4.2723
H -0.0707 -8.9379 -5.4175
H -1.7396 -7.3839 -4.5445
H -1.4523 -6.9683 -6.2396
Cl 6.9675 3.1010 -5.4760
C 8.3959 4.1565 -5.3441
C 8.8116 4.3787 -3.9036
Cl 7.6247 5.3595 -3.0060
H 8.1693 5.0985 -5.8465
H 9.2040 3.6656 -5.8902
H 9.7587 4.9205 -3.8702
H 8.9404 3.4342 -3.3723
Cl -5.4986 -7.0150 2.1593
C -5.6718 -7.3717 0.4244
C -5.9367 -6.1246 -0.3942
Cl -7.5457 -5.4297 -0.0723
H -6.4700 -8.1070 0.3074
H -4.7353 -7.8323 0.1019
H -5.9067 -6.3673 -1.4582
H -5.1906 -5.3521 -0.1990
Cl -7.1308 -1.8218 -3.6538
C -6.6236 -2.0152 -1.9583
C -6.4704 -0.6827 -1.2528
Cl -5.0865 0.2500 -1.8819
H -5.6932 -2.5865 -1.9454
H -7.3940 -2.6098 -1.4631
H -6.2854 -0.8436 -0.1890
H -7.3678 -0.0698 -1.3535
Cl 2.8146 4.8371 9.3941
C 1.3248 5.3050 10.2521
C 0.7056 4.1411 10.9998
Cl 0.0456 2.9083 9.8951
H 0.6320 5.7280 9.5224
H 1.5994 6.0931 10.9561
H -0.1262 4.4946 11.6119
H 1.4294 3.6547 11.6558

***

93
Properties=species:S:1:pos:R:3 method="wB97M-V/def2-TZVPD" mol_weight_da=552.20 orbital_gap_ev=7.072 total_charge=+1
C -4.4446 1.8479 1.3578
C -5.1175 1.0353 0.1693
C -5.2112 -0.5170 0.4922
C -3.7687 -1.1267 0.6086
C -3.6805 -2.4143 1.5350
C -2.3881 -2.4065 2.4498
C -1.2243 -3.3360 1.9301
C -0.9679 -3.2889 0.3770
C 0.5260 -3.0584 -0.0575
C 1.3395 -1.9894 0.7495
C 0.5540 -0.7083 1.2079
C 0.9820 0.6035 0.4967
C 0.1286 1.1541 -0.5956
C -1.1698 0.4916 -1.0859
C -1.0702 0.3233 -2.6752
C 0.6227 2.4008 -1.1308
C 1.8476 3.0234 -0.6467
P 2.4278 4.6379 -1.4227
O 3.9664 4.9163 -0.8774
Cl 2.6307 4.1004 -3.4519
N 2.5339 2.4524 0.3494
N 2.0744 1.3348 0.8088
O 2.7931 0.8064 1.8533
C 4.2178 0.7997 1.5867
C 4.6576 0.0809 0.2613
C 4.8756 -1.4803 0.4099
H -3.3457 1.9324 1.1563
H -4.8314 2.8989 1.4022
H -4.6461 1.3161 2.3201
H -6.1554 1.3993 -0.0096
H -4.5086 1.1726 -0.7627
H -5.7103 -0.9742 -0.3974
H -5.8427 -0.6593 1.4005
H -3.4789 -1.4534 -0.4293
H -3.0067 -0.3564 0.9026
H -4.6071 -2.5023 2.1623
H -3.7037 -3.3135 0.8623
H -2.7250 -2.7736 3.4559
H -2.0649 -1.3367 2.5564
H -0.3013 -3.1524 2.5444
H -1.5393 -4.3811 2.1960
H -1.6094 -2.5584 -0.1785
H -1.2644 -4.2950 -0.0246
H 0.5732 -2.8603 -1.1606
H 1.0578 -4.0394 0.0862
H 1.8440 -2.4525 1.6291
H 2.1734 -1.6388 0.0827
H 0.7877 -0.5470 2.2955
H -0.5528 -0.7642 1.1422
H -1.3176 -0.5294 -0.6826
H -2.0438 1.1451 -0.8392
H -1.5382 1.1692 -3.2261
H -0.0047 0.1784 -2.9698
H -1.6614 -0.5968 -2.9133
H 0.0612 2.9132 -1.9421
H 4.0235 5.7451 -0.3711
H 4.6970 1.8085 1.6826
H 4.6736 0.2020 2.4200
H 5.6671 0.5081 0.0127
H 4.0166 0.3503 -0.6198
H 4.2507 -1.9838 -0.3686
H 4.6186 -1.8260 1.4445
H 5.9357 -1.7886 0.2174
C -10.3322 3.2191 -1.2977
C -8.8177 3.3266 -1.3500
O -8.1919 2.2414 -2.0179
C -8.5521 2.0470 -3.3773
C -8.2403 3.2382 -4.2667
H -10.6318 2.2887 -0.8094
H -10.7531 4.0591 -0.7420
H -10.7763 3.2233 -2.2940
H -8.4288 3.3247 -0.3297
H -8.5075 4.2767 -1.7974
H -9.6080 1.7670 -3.4519
H -7.9791 1.1851 -3.7257
H -8.7932 4.1294 -3.9664
H -8.5011 3.0155 -5.3029
H -7.1762 3.4816 -4.2189
C 11.0236 -1.3162 -0.1134
C 9.5724 -1.7176 0.0899
O 9.4123 -2.9785 0.7176
C 9.9711 -3.1106 2.0160
C 9.3972 -2.1346 3.0287
H 11.5477 -2.0697 -0.7055
H 11.0833 -0.3573 -0.6320
H 11.5557 -1.2161 0.8334
H 9.0895 -1.7955 -0.8864
H 9.0256 -0.9464 0.6449
H 11.0619 -3.0299 1.9677
H 9.7516 -4.1292 2.3414
H 9.5943 -1.0967 2.7548
H 9.8341 -2.3099 4.0133
H 8.3132 -2.2541 3.1012

***

100
Properties=species:S:1:pos:R:3 method="wB97M-V/def2-TZVPD" mol_weight_da=696.57 orbital_gap_ev=6.703 total_charge=-1
N -1.2925 -4.5265 -5.0900
B -0.0440 -3.9454 -4.7113
O 1.0593 -4.7955 -4.8083
P 0.0117 -2.0553 -4.1673
Br -0.2924 0.2826 -3.4168
C 0.3675 -1.5032 -5.9651
C 1.2566 -0.2772 -6.2432
C 0.6328 0.8355 -7.1069
C 0.0178 2.0493 -6.3968
N -1.4362 2.0821 -6.3662
C -2.2969 1.0354 -6.2666
C -3.5789 1.5216 -6.2506
C -3.4906 2.9291 -6.3388
C -2.1569 3.2369 -6.4089
O 1.7308 -1.9723 -3.8733
C 2.0671 -2.6066 -2.6818
C 0.9351 -2.2738 -1.7324
C 0.9536 -3.0130 -0.4001
C 0.7407 -2.0640 0.7719
C 0.5220 -2.7649 2.1104
C 0.7308 -1.7630 3.2420
S -0.1238 -2.2664 4.7654
C -0.3086 -0.6842 5.4538
N 0.5996 0.2174 5.4704
N 0.0163 1.3337 6.0596
C -1.1742 1.0020 6.3448
O -1.4673 -0.2633 5.9868
O -0.2260 -2.4541 -2.4755
H -1.3023 -5.5387 -5.0760
H -2.0912 -4.1682 -4.5858
H 1.8295 -4.2986 -5.0992
H -1.4057 -1.9926 -4.3563
H 0.8731 -2.3631 -6.4127
H -0.5822 -1.4140 -6.4952
H 2.1118 -0.6287 -6.8261
H 1.6567 0.1296 -5.3179
H -0.0891 0.4193 -7.8133
H 1.4425 1.2373 -7.7213
H 0.3100 2.9448 -6.9475
H 0.4309 2.1324 -5.3927
H -1.9947 0.0102 -6.1750
H -4.4664 0.9176 -6.1611
H -4.3162 3.6203 -6.3389
H -1.7136 4.2155 -6.4712
H 3.0394 -2.3040 -2.2788
H 2.1148 -3.7042 -2.7797
H 1.0770 -1.2044 -1.5019
H 1.9438 -3.4665 -0.2828
H 0.1983 -3.8001 -0.3929
H 1.6365 -1.4402 0.8645
H -0.0802 -1.3711 0.5742
H -0.4890 -3.1712 2.1535
H 1.2394 -3.5807 2.2200
H 1.7875 -1.5868 3.4287
H 0.3010 -0.8047 2.9537
H -1.8937 1.6613 6.7961
C -6.9168 3.3658 2.7669
C -5.6523 2.5333 2.6165
N -4.8099 2.5654 3.7987
C -3.4721 2.0454 3.5696
C -3.3372 0.5602 3.2195
C -5.4517 2.1604 5.0351
C -6.0929 0.7669 5.0995
H -6.6731 4.3829 3.0769
H -7.4400 3.4149 1.8115
H -7.6078 2.9392 3.4955
H -5.0651 2.9377 1.7890
H -5.9347 1.5104 2.3216
H -2.8688 2.2558 4.4575
H -3.0257 2.6455 2.7718
H -3.5247 -0.0634 4.0930
H -2.3238 0.3403 2.8762
H -4.0207 0.2620 2.4248
H -6.2247 2.8973 5.2696
H -4.7160 2.2581 5.8387
H -6.7143 0.5670 4.2258
H -6.7363 0.7013 5.9799
H -5.3534 -0.0281 5.1787
C 4.5974 -1.1827 0.8349
C 5.7237 -0.4227 1.5214
N 5.3827 0.9583 1.8071
C 6.5208 1.7759 2.1727
C 7.2712 1.4391 3.4686
C 4.1736 1.1518 2.5906
C 4.0834 0.4800 3.9659
H 4.2509 -0.6482 -0.0504
H 4.9505 -2.1670 0.5240
H 3.7443 -1.3380 1.4971
H 6.5922 -0.4117 0.8566
H 6.0299 -0.9822 2.4214
H 6.1893 2.8171 2.2138
H 7.2337 1.7268 1.3429
H 6.7017 1.7149 4.3552
H 8.2115 1.9943 3.5010
H 7.5148 0.3780 3.5323
H 3.3304 0.8039 1.9881
H 4.0116 2.2267 2.7010
H 4.3929 -0.5670 3.9318
H 3.0498 0.5004 4.3174
H 4.6845 0.9865 4.7208